(1)
This record from the Open Molecules 2025 dataset describes a cluster of 11 separate species, C46H118F3N7O16 in total in a non-equilibrium geometry. The level of theory is ωB97M-V with the def2-TZVPD basis set.

HOMO energy (eV): -10.80
Frontier orbital gap (eV): 0.985
Total charge: +6
E_tot (Eh): -3706.88014

Element x y z (Å)
C1 15.509 14.076 22.828
O1 15.938 14.721 21.708
O2 16.548 13.973 23.820
C2 14.362 14.852 23.498
F1 14.761 16.118 23.842
F2 13.216 14.973 22.863
F3 13.977 14.245 24.726
C3 15.408 14.258 20.427
C4 15.293 15.490 19.600
H1 14.748 15.300 18.700
H2 14.655 16.185 20.165
H3 16.270 15.862 19.290
H4 14.420 13.824 20.607
H5 16.075 13.516 20.000
H6 15.179 13.051 22.674
C5 7.725 7.905 24.101
O3 6.571 8.686 24.402
C6 6.193 9.561 23.424
C7 4.679 9.489 23.459
N1 4.065 10.538 22.610
H7 4.737 10.819 21.900
H8 3.194 10.268 22.159
C8 3.913 11.879 23.289
C9 4.123 12.938 22.197
O4 5.392 12.614 21.611
C10 5.805 13.435 20.479
H9 7.362 6.991 23.602
H10 8.211 7.654 25.047
H11 8.504 8.309 23.463
H12 6.447 9.254 22.399
H13 6.673 10.546 23.568
H14 4.360 9.723 24.478
H15 4.341 8.474 23.148
H16 4.578 11.900 24.136
H17 2.911 11.767 23.710
H18 4.176 13.939 22.657
H19 3.264 12.952 21.435
H20 6.238 14.377 20.841
H21 5.027 13.613 19.764
H22 6.546 12.785 19.976
C11 21.472 14.550 25.675
O5 21.140 13.888 24.386
C12 21.465 14.303 23.253
C13 16.339 9.644 25.893
N2 17.096 10.679 25.787
H23 16.723 14.866 24.207
H24 16.964 11.128 24.902
C14 17.836 11.345 26.922
C15 16.826 12.124 27.761
O6 16.606 13.385 27.171
C16 15.466 14.227 27.581
H25 21.800 15.552 25.473
H26 22.179 13.866 26.088
H27 20.471 14.471 26.179
H28 22.153 15.143 23.211
H29 21.233 13.662 22.424
H30 16.274 9.297 26.901
H31 15.821 9.255 25.023
H32 18.578 11.920 26.482
H33 18.316 10.575 27.463
H34 17.139 12.192 28.802
H35 15.892 11.518 27.645
H36 15.664 15.242 27.272
H37 15.332 14.166 28.649
H38 14.555 13.925 27.096
C17 13.313 22.568 11.990
O7 13.953 23.269 13.043
C18 15.044 24.027 12.661
C19 15.278 25.102 13.743
N3 13.930 25.728 14.056
H39 13.728 26.473 13.322
H40 13.267 24.904 13.905
C20 13.663 26.317 15.407
C21 14.299 27.590 15.863
O8 15.492 27.389 16.497
C22 16.204 28.476 17.081
H41 13.208 23.160 11.112
H42 12.425 22.210 12.409
H43 13.848 21.651 11.789
H44 14.957 24.436 11.634
H45 15.966 23.448 12.609
H46 15.871 25.922 13.368
H47 15.676 24.747 14.645
H48 13.876 25.516 16.133
H49 12.604 26.546 15.330
H50 13.654 28.084 16.679
H51 14.283 28.360 15.096
H52 16.792 28.035 17.869
H53 15.575 29.309 17.397
H54 16.875 28.850 16.243
C23 10.284 15.215 8.507
O9 11.346 14.480 8.445
C24 11.522 13.828 7.051
C25 12.599 12.765 6.877
N4 12.127 11.565 7.493
H55 11.904 11.675 8.416
H56 11.205 11.364 7.150
C26 13.093 10.415 7.373
C27 14.606 10.696 7.667
O10 14.678 11.168 9.058
C28 15.747 11.038 9.622
H57 9.549 15.076 7.875
H58 10.024 15.606 9.510
H59 5.185 12.420 8.524
H60 11.751 14.561 6.303
H61 10.521 13.648 6.752
H62 13.617 13.035 7.199
H63 12.673 12.637 5.797
H64 13.000 10.084 6.334
H65 12.660 9.676 8.051
H66 15.147 11.219 6.867
H67 15.064 9.762 7.490
H68 16.659 10.957 9.099
H69 14.884 5.293 17.178
H70 15.693 11.108 10.700
C29 8.375 12.656 33.013
O11 7.862 11.311 32.923
C30 6.865 11.109 33.884
C31 6.392 9.680 33.781
N5 5.968 9.298 32.359
H71 5.701 8.314 32.294
H72 5.086 9.786 32.184
C32 6.866 9.473 31.140
C33 8.182 8.841 31.281
O12 8.694 9.056 29.990
C34 9.959 8.435 29.830
H73 8.770 12.949 34.036
H74 7.529 13.402 32.832
H75 9.173 12.754 32.271
H76 6.018 11.733 33.581
H77 7.310 11.288 34.918
H78 5.489 9.596 34.358
H79 7.056 8.867 34.165
H80 7.083 10.546 31.195
H81 6.362 9.151 30.237
H82 8.159 7.698 31.561
H83 8.731 9.315 32.069
H84 9.823 7.363 29.733
H85 10.733 8.573 30.671
H86 10.250 8.861 28.855
C35 15.152 18.669 19.991
O13 16.138 18.451 21.007
C36 16.882 19.558 21.472
C37 18.273 18.904 21.728
N6 18.882 18.183 20.554
H87 18.246 17.444 20.362
H88 18.988 18.793 19.768
C38 20.258 17.612 20.807
C39 20.448 16.470 19.892
O14 19.409 15.582 20.355
C40 18.960 14.750 19.276
H89 15.510 17.991 19.194
H90 15.224 19.659 19.535
H91 14.179 18.375 20.409
H92 16.600 19.954 22.484
H93 17.029 20.312 20.740
H94 18.121 18.093 22.433
H95 18.923 19.615 22.226
H96 20.230 17.228 21.802
H97 21.013 18.403 20.669
H98 21.529 16.201 20.176
H99 20.310 16.657 18.837
H100 19.772 14.053 18.989
H101 18.742 15.290 18.355
H102 18.054 14.264 19.630
C41 14.230 18.695 26.409
O15 15.640 18.729 26.613
C42 16.035 19.217 27.893
C43 16.346 17.965 28.810
N7 17.337 17.275 27.875
H103 17.534 16.321 28.224
H104 17.000 17.265 26.953
C44 18.761 17.820 27.884
C45 19.501 17.029 28.951
O16 19.415 15.620 28.666
C46 19.582 14.754 29.801
H105 13.604 17.804 26.533
H106 14.088 18.947 25.366
H107 13.859 19.450 27.078
H108 15.252 19.853 28.390
H109 16.911 19.825 27.728
H110 15.410 17.420 28.829
H111 16.894 18.158 29.708
H112 18.836 18.852 28.259
H113 19.210 17.788 26.914
H114 19.033 17.194 29.912
H115 20.550 17.266 29.148
H116 20.037 13.856 29.470
H117 18.557 14.540 30.163
H118 19.982 15.162 30.718


(2)
This record from the Open Molecules 2025 dataset describes a cluster of 2 separate species, C5H16N2O2 in total in a non-equilibrium geometry. The level of theory is ωB97M-V with the def2-TZVPD basis set.

Energy relative to the best compared isomer or geometry (same formula, charge and spin) (eV): 3.743
HOMO energy (eV): -18.08
Frontier orbital gap (eV): 9.890
Total charge: +2
E_tot (Eh): -459.35548

Element x y z (Å)
C1 -0.182 1.142 -1.496
O1 -1.234 0.433 -0.722
C2 0.749 1.556 -0.357
C3 0.912 0.331 0.532
C4 1.290 -0.999 -0.155
C5 0.923 -2.565 1.619
N1 0.338 -1.981 0.528
N2 0.231 2.919 0.343
H1 -0.532 1.991 -2.047
H2 0.314 0.305 -2.275
H3 -2.097 0.876 -0.880
H4 1.739 1.895 -0.799
H5 -0.210 0.116 1.080
H6 1.603 0.697 1.305
H7 2.367 -1.340 -0.265
H8 1.207 -0.904 -1.229
H9 0.255 -2.934 2.464
H10 2.059 -2.523 1.959
H11 -3.224 -2.572 0.282
H12 0.901 3.680 0.190
H13 -0.691 3.222 -0.209
H14 -0.098 2.700 1.216
H15 -3.269 -1.787 -1.083
H16 -0.654 -2.217 0.262
O2 -2.700 -2.040 -0.264


(3)
This record from the Open Molecules 2025 dataset describes an isolated molecule of C4H8O in a non-equilibrium geometry. The level of theory is ωB97M-V with the def2-TZVPD basis set.

Energy relative to the best compared isomer or geometry (same formula, charge and spin) (eV): 3.746
HOMO energy (spin up / spin down) (eV): -8.30 / -9.53
Frontier orbital gap (spin up / spin down) (eV): 7.079 / 9.256
Total charge: 0
E_tot (Eh): -232.30799

Element x y z (Å)
C1 -1.744 0.297 0.379
C2 -0.572 -0.658 0.062
O1 -0.452 -1.133 -1.160
C3 0.766 -0.110 0.412
C4 1.702 0.379 -0.612
H1 -1.788 0.591 1.437
H2 -2.671 -0.223 0.115
H3 -1.665 1.197 -0.239
H4 -0.624 -1.488 0.829
H5 1.177 -0.282 1.416
H6 1.147 0.663 -1.512
H7 2.330 1.185 -0.208
H8 2.394 -0.419 -0.921


(4)
This record from the Open Molecules 2025 dataset describes a structure of composition C5H6N2O in a non-equilibrium geometry. The level of theory is ωB97M-V with the def2-TZVPD basis set.

Energy relative to the best compared isomer or geometry (same formula, charge and spin) (eV): 3.199
HOMO energy (eV): -8.55
Frontier orbital gap (eV): 9.287
Total charge: 0
E_tot (Eh): -378.75339

Element x y z (Å)
C1 2.067 0.694 -0.181
N1 -1.515 -0.082 0.725
C2 -1.569 -0.506 -0.847
C3 0.732 0.082 0.063
C4 -0.825 -1.369 0.181
C5 -0.507 0.788 0.114
N2 0.554 -1.220 0.182
O1 -2.362 -0.484 -1.725
H1 -1.851 0.035 1.687
H2 -1.285 -2.309 0.462
H3 -0.676 1.853 0.086
H4 2.094 1.738 0.138
H5 2.312 0.648 -1.246
H6 2.830 0.133 0.360


(5)
This record from the Open Molecules 2025 dataset describes the ion C3H2BrO2S with charge -1 in a non-equilibrium geometry. The level of theory is ωB97M-V with the def2-TZVPD basis set.

Multiplicity: 3
Energy relative to the best compared isomer or geometry (same formula, charge and spin) (eV): 0.911
HOMO energy (spin up / spin down) (eV): -1.45 / -5.14
Frontier orbital gap (spin up / spin down) (eV): 5.301 / 6.980
⟨S²⟩: 2.016
Total charge: -1
E_tot (Eh): -3237.98105

Element x y z (Å)
C1 -1.299 -0.421 -0.902
C2 -0.690 1.007 0.004
C3 -1.411 -0.231 0.381
O1 1.640 1.238 1.471
O2 1.631 1.055 -0.990
S1 1.005 0.638 0.263
Br1 1.587 -1.594 0.325
H1 -0.924 -0.934 -1.866
H2 -1.540 -0.758 1.315


(6)
This record from the Open Molecules 2025 dataset describes a cluster of 2 separate species, C7H11N in total in a non-equilibrium geometry. The level of theory is ωB97M-V with the def2-TZVPD basis set.

Energy relative to the best compared isomer or geometry (same formula, charge and spin) (eV): 5.027
HOMO energy (eV): -8.72
Frontier orbital gap (eV): 9.616
Total charge: 0
E_tot (Eh): -327.90324

Element x y z (Å)
C1 1.876 0.673 -1.255
C2 1.758 0.173 -0.095
C3 1.528 -1.109 0.664
C4 2.098 0.156 1.326
H1 1.485 0.161 -2.161
H2 2.351 1.653 -1.415
H3 2.261 -1.842 0.425
H4 0.608 -1.430 0.975
H5 1.446 0.629 1.916
H6 3.129 0.295 1.734
C5 -1.231 1.914 0.457
C6 -1.446 0.686 0.148
N1 -1.582 -0.490 -0.003
C7 -2.723 -1.067 -0.614
H7 -1.277 2.759 -0.276
H8 -1.430 2.193 1.531
H9 -3.555 -0.500 -1.112
H10 -3.279 -1.531 0.214
H11 -2.580 -1.855 -1.324


(7)
This record from the Open Molecules 2025 dataset describes the ion C2H3O2S2 with charge -1 in a non-equilibrium geometry. The level of theory is ωB97M-V with the def2-TZVPD basis set.

Energy relative to the best compared isomer or geometry (same formula, charge and spin) (eV): 1.966
HOMO energy (eV): -3.48
Frontier orbital gap (eV): 6.866
Total charge: -1
E_tot (Eh): -1024.86192

Element x y z (Å)
C1 0.962 -0.474 -0.955
C2 -0.313 -0.038 -0.298
O1 0.197 1.687 1.649
O2 -1.988 0.574 1.911
S1 -0.218 -1.843 -0.651
S2 -0.557 0.369 1.653
H1 1.101 -0.164 -2.019
H2 1.894 -0.332 -0.347
H3 -1.079 0.221 -0.944


(8)
This record from the Open Molecules 2025 dataset describes a cluster of 2 separate species, C8H15NOS in total in a non-equilibrium geometry. The level of theory is ωB97M-V with the def2-TZVPD basis set.

Energy relative to the best compared isomer or geometry (same formula, charge and spin) (eV): 2.493
HOMO energy (eV): -8.46
Frontier orbital gap (eV): 9.093
Total charge: 0
E_tot (Eh): -841.93127

Element x y z (Å)
C1 -0.390 -0.935 1.605
C2 -0.294 -0.962 0.141
C3 -1.285 -1.930 -0.467
C4 -0.481 0.302 -0.587
O1 -0.226 0.325 -1.929
S1 0.133 1.715 0.410
C5 -1.549 1.252 -0.137
C6 -2.292 2.243 -1.127
H1 -1.463 -0.786 1.721
H2 0.169 -0.146 2.204
H3 -0.118 -1.940 2.160
H4 0.704 -1.369 -0.207
H5 -2.268 -1.670 -0.248
H6 -1.096 -3.056 -0.253
H7 -1.322 -1.904 -1.572
H8 0.509 -0.203 -2.111
H9 -2.170 0.956 0.636
H10 -2.214 3.375 -0.871
H11 -3.356 1.897 -1.170
H12 -1.734 2.121 -2.143
C7 3.536 0.445 1.048
C8 3.234 -0.447 -0.102
N1 2.935 -1.108 -1.000
H13 3.205 -0.081 1.873
H14 3.185 1.512 1.033
H15 4.648 0.393 1.092


(9)
This record from the Open Molecules 2025 dataset describes a cluster of 6 separate species, C41H63F10N2O6 in total in a non-equilibrium geometry. The level of theory is ωB97M-V with the def2-TZVPD basis set.

Energy relative to the best compared isomer or geometry (same formula, charge and spin) (eV): 0.000
HOMO energy (eV): -10.27
Frontier orbital gap (eV): 7.854
Total charge: +1
E_tot (Eh): -3158.89579

Element x y z (Å)
C1 1.960 -5.213 0.472
C2 1.624 -4.209 1.269
C3 1.195 -2.956 2.220
N1 0.992 -1.674 1.400
C4 -0.125 -0.874 1.995
C5 -1.413 -1.065 0.985
C6 -2.323 -2.363 1.357
C7 -3.126 -2.962 0.066
F1 -4.518 -3.157 0.484
F2 -3.205 -2.002 -1.031
C8 -2.595 -4.408 -0.419
F3 -3.553 -5.395 0.073
F4 -1.314 -4.793 0.103
C9 -2.530 -4.605 -2.025
F5 -3.769 -4.283 -2.701
F6 -2.346 -6.039 -2.237
C10 -1.271 -3.886 -2.742
F7 -1.563 -3.285 -4.006
F8 -0.612 -2.888 -1.940
F9 -0.265 -4.906 -3.007
C11 0.100 0.709 2.138
O1 1.450 1.204 1.999
C12 2.198 0.590 0.922
C13 3.731 1.152 0.990
C14 3.983 2.497 0.137
C15 5.602 2.655 -0.079
C16 6.009 2.244 -1.600
C17 5.737 0.689 -1.953
N2 6.564 0.298 -3.163
C18 1.530 0.648 -0.538
C19 0.708 1.977 -0.895
C20 0.778 3.374 -0.178
C21 -0.174 4.563 -0.670
C22 -1.217 4.419 -1.847
C23 -1.285 3.019 -2.587
C24 -2.293 2.760 -3.849
C25 -0.345 1.853 -2.104
C26 2.329 -1.001 1.330
F10 3.051 -1.628 0.211
H1 2.406 -5.901 -0.366
H2 0.243 -3.298 2.762
H3 2.018 -2.847 3.019
H4 0.781 -2.024 0.429
H5 -0.509 -1.273 3.023
H6 -1.067 -1.053 -0.131
H7 -2.131 -0.149 1.076
H8 -1.776 -3.171 1.964
H9 -3.164 -1.959 2.060
H10 -0.250 1.006 3.213
H11 -0.601 1.323 1.430
H12 4.512 0.375 0.635
H13 3.950 1.307 2.129
H14 3.668 3.423 0.767
H15 3.522 2.506 -0.915
H16 5.970 3.711 0.193
H17 6.087 1.920 0.676
H18 7.137 2.482 -1.752
H19 5.360 2.891 -2.300
H20 5.999 -0.004 -1.074
H21 4.628 0.518 -2.251
H22 6.397 -0.712 -3.328
H23 6.190 0.794 -4.004
H24 2.407 0.581 -1.310
H25 0.841 -0.254 -0.799
H26 1.514 3.522 0.712
H27 -0.136 5.585 -0.130
H28 -1.929 5.239 -2.216
H29 -1.664 2.762 -4.832
H30 -3.009 3.657 -3.931
H31 -2.815 1.738 -3.802
H32 -0.420 0.840 -2.657
H33 2.940 -1.013 2.304
C27 -8.669 -4.367 -1.793
C28 -8.496 -3.270 -0.777
O2 -9.444 -2.834 -0.147
C29 -7.105 -2.732 -0.568
H34 -9.722 -4.657 -1.837
H35 -8.362 -4.013 -2.779
H36 -8.079 -5.239 -1.503
H37 -6.729 -2.304 -1.501
H38 -6.447 -3.530 -0.224
H39 -7.131 -1.946 0.192
C30 6.997 7.684 1.038
C31 5.935 6.670 0.705
O3 6.201 5.656 0.080
C32 4.533 6.956 1.172
H40 7.957 7.347 0.639
H41 6.747 8.646 0.584
H42 7.085 7.787 2.122
H43 4.174 7.885 0.724
H44 4.511 7.027 2.262
H45 3.874 6.140 0.861
C33 3.831 -8.612 1.520
C34 3.169 -8.773 0.178
O4 3.188 -7.876 -0.651
C35 2.483 -10.083 -0.104
H46 4.284 -7.620 1.584
H47 3.087 -8.709 2.315
H48 4.614 -9.363 1.641
H49 1.680 -10.245 0.619
H50 3.207 -10.899 -0.056
H51 2.051 -10.057 -1.107
C36 -2.866 6.312 2.589
C37 -1.444 5.976 2.951
O5 -0.596 5.801 2.091
C38 -1.109 5.865 4.414
H52 -2.962 6.359 1.501
H53 -3.538 5.538 2.966
H54 -3.136 7.284 3.006
H55 -1.702 5.072 4.873
H56 -1.300 6.818 4.912
H57 -0.049 5.619 4.525
C39 -4.745 0.335 -0.554
C40 -5.441 1.543 -1.123
O6 -4.823 2.404 -1.727
C41 -6.929 1.647 -0.917
H58 -3.676 0.395 -0.778
H59 -4.874 0.308 0.531
H60 -5.147 -0.573 -1.006
H61 -7.155 1.678 0.151
H62 -7.429 0.796 -1.386
H63 -7.295 2.567 -1.380


(10)
This record from the Open Molecules 2025 dataset describes an isolated molecule of C2H4N4S2 in a non-equilibrium geometry. The level of theory is ωB97M-V with the def2-TZVPD basis set.

Energy relative to the best compared isomer or geometry (same formula, charge and spin) (eV): 2.946
HOMO energy (eV): -8.61
Frontier orbital gap (eV): 8.367
Total charge: 0
E_tot (Eh): -1093.89442

Element x y z (Å)
H1 -2.878 0.599 0.532
N1 -2.307 -0.214 0.213
C1 -1.132 0.051 -0.066
N2 -0.329 -0.741 -0.682
N3 1.035 -0.894 -0.279
C2 1.865 0.147 -0.216
S1 3.438 -0.036 0.128
S2 1.002 1.731 -0.460
N4 -0.500 1.356 0.204
H2 -0.883 -1.569 -1.252
H3 1.179 -1.850 0.551
H4 -0.491 1.420 1.326


> What is the E_tot in the first record?

-3706.88014 Eh


What did the fifth record say?
This record from the Open Molecules 2025 dataset describes the ion C3H2BrO2S with charge -1 in a non-equilibrium geometry. The level of theory is ωB97M-V with the def2-TZVPD basis set.

Multiplicity: 3
Energy relative to the best compared isomer or geometry (same formula, charge and spin) (eV): 0.911
HOMO energy (spin up / spin down) (eV): -1.45 / -5.14
Frontier orbital gap (spin up / spin down) (eV): 5.301 / 6.980
⟨S²⟩: 2.016
Total charge: -1
E_tot (Eh): -3237.98105

Element x y z (Å)
C1 -1.299 -0.421 -0.902
C2 -0.690 1.007 0.004
C3 -1.411 -0.231 0.381
O1 1.640 1.238 1.471
O2 1.631 1.055 -0.990
S1 1.005 0.638 0.263
Br1 1.587 -1.594 0.325
H1 -0.924 -0.934 -1.866
H2 -1.540 -0.758 1.315


> Look up the E_tot of the eighth one.

-841.93127 Eh